A molecular structure, C36H29F6Sn in a non-equilibrium geometry. Source: OMol25; level of theory: wB97M-V/def2-TZVPD.

XYZ file:
```
72
Properties=species:S:1:pos:R:3:lowdin_charge:R:1
C 4.02730 3.95206 -2.88018 -0.099
C 4.97181 2.93537 -3.08072 -0.096
C 4.70585 1.62507 -2.64676 -0.134
C 3.49967 1.34304 -2.00293 -0.292
Sn 3.08961 -0.69929 -1.33168 1.352
C 1.34930 -1.45668 -2.38680 -0.299
C 0.67246 -0.62410 -3.27704 -0.120
C -0.50474 -1.08395 -3.88573 -0.088
C -0.96566 -2.38377 -3.64486 -0.094
C -0.26122 -3.21769 -2.76866 -0.090
C 0.89787 -2.75059 -2.12791 -0.143
C 4.83239 -1.94529 -1.81401 -0.292
C 4.67387 -3.01758 -2.69349 -0.130
C 5.78024 -3.82301 -3.01857 -0.093
C 7.04206 -3.54591 -2.47429 -0.102
C 7.19284 -2.45937 -1.60198 -0.098
C 6.08478 -1.66051 -1.26392 -0.143
C 2.66703 -0.75554 0.83141 -0.299
C 1.29093 -1.21012 1.15453 -0.292
C 0.21096 -0.39790 1.13029 0.012
C 2.55093 2.34653 -1.79523 -0.133
C 2.81551 3.65389 -2.24301 -0.089
H 4.23770 4.97237 -3.21541 0.099
H 5.92170 3.15507 -3.57357 0.097
H 5.45397 0.84424 -2.81818 0.087
H 1.03708 0.38255 -3.50492 0.092
H -1.06031 -0.41656 -4.54790 0.100
H -1.87203 -2.74229 -4.14201 0.104
H -0.60538 -4.23555 -2.57271 0.099
H 1.42218 -3.41296 -1.43149 0.100
H 3.69895 -3.24802 -3.13558 0.089
H 5.64708 -4.66906 -3.69687 0.099
H 7.90077 -4.17646 -2.72494 0.098
H 8.17178 -2.22848 -1.17526 0.098
H 6.22832 -0.82640 -0.56952 0.100
H 3.45990 -1.44500 1.15604 0.040
H 2.87884 0.29455 1.08603 0.052
H 1.19383 -2.26488 1.44858 0.097
H -0.78998 -0.75572 1.37270 0.029
H 0.32470 0.65983 0.86802 0.069
H 1.60209 2.14018 -1.28887 0.101
H 2.06883 4.43559 -2.08616 0.103
F -4.70312 3.11336 8.00741 0.095
C -4.76818 1.75197 7.91228 -0.541
F -3.91062 1.24165 8.84466 0.094
F -6.03661 1.38538 8.28963 0.093
C -4.44223 1.27625 6.52896 -0.188
C -3.77982 0.05998 6.36226 -0.052
C -3.45957 -0.36184 5.08799 -0.054
C -3.77579 0.40440 3.91871 -0.225
C -3.35678 -0.10424 2.66219 -0.096
C -3.68517 0.33890 1.35968 -0.230
C -4.39784 1.52825 1.01887 -0.035
C -4.58753 1.92135 -0.29750 -0.040
C -4.08205 1.12844 -1.32601 -0.187
C -4.27945 1.55550 -2.74458 -0.540
F -3.33789 1.01410 -3.57890 0.084
F -5.50397 1.16876 -3.22823 0.094
F -4.20353 2.91089 -2.88693 0.097
C -3.43812 -0.07806 -1.05768 -0.044
C -3.25957 -0.46827 0.25323 -0.069
C -4.49365 1.61475 4.15469 -0.036
C -4.83031 2.03969 5.43134 -0.042
H -3.51602 -0.53728 7.23091 0.109
H -2.94722 -1.31667 4.96544 0.099
H -2.75784 -1.01499 2.71583 0.078
H -4.82206 2.18260 1.76672 0.062
H -5.12744 2.84155 -0.51093 0.113
H -3.07933 -0.69851 -1.87398 0.101
H -2.76628 -1.42038 0.45185 0.097
H -4.80841 2.26776 3.35230 0.062
H -5.38738 2.96708 5.56334 0.114
```

As for the maximum force: 1.2 eV Å⁻¹. Its total charge is -1. The calculation puts the HOMO energy at -0.1017 Eh. The value obtained for the HOMO-LUMO gap is 4.78 eV.